(1)
The following is a quantum chemistry calculation of a cluster of 14 separate species, C48H96O46S4 in total at a distorted geometry, from OMol25.

Summary:
* HOMO energy: -10.2059 eV
* energy relative to the best compared isomer or geometry (same formula, charge and spin): 1088.6 kJ/mol
* E_LUMO: 0.103 eV

Geometry as ORCA input:
```
! wB97M-V def2-TZVPD RIJCOSX def2/J DEFGRID3
* xyz 0 1
C 4.401 -8.652 7.171
C 3.956 -7.272 6.555
O 5.146 -6.541 6.346
C 5.080 -5.432 5.619
O 4.070 -5.038 5.072
O 6.278 -4.872 5.525
C 6.509 -3.576 5.034
H 5.132 -8.477 7.960
H 4.887 -9.390 6.533
H 3.534 -9.125 7.632
H 3.336 -6.715 7.258
H 3.355 -7.467 5.667
H 5.751 -3.221 4.335
H 7.516 -3.551 4.617
H 6.465 -2.883 5.874
C 6.279 -11.780 0.157
C 7.468 -10.902 0.080
O 6.988 -9.566 -0.135
C 7.698 -8.660 -0.627
O 8.898 -8.859 -1.076
O 7.046 -7.506 -0.561
C 7.577 -6.239 -0.905
H 5.625 -11.648 -0.705
H 5.549 -11.623 0.952
H 6.475 -12.850 0.221
H 8.157 -11.379 -0.617
H 7.872 -11.068 1.079
H 8.232 -5.970 -0.076
H 6.856 -5.432 -1.040
H 8.011 -6.561 -1.851
C -5.428 12.791 4.266
C -6.040 12.019 3.009
O -4.950 11.710 2.178
C -4.969 10.555 1.347
O -5.964 9.824 1.212
O -3.705 10.422 0.780
C -3.533 9.377 -0.133
H -5.393 12.123 5.127
H -6.103 13.527 4.703
H -4.425 13.195 4.132
H -6.685 12.690 2.441
H -6.646 11.133 3.201
H -3.961 8.420 0.166
H -2.493 9.184 -0.399
H -4.083 9.681 -1.023
C 4.721 3.740 6.356
C 4.471 3.380 7.807
O 5.760 3.366 8.382
C 5.862 3.539 9.767
O 4.900 3.651 10.585
O 7.145 3.451 10.092
C 7.472 3.441 11.491
H 5.246 4.694 6.315
H 3.795 3.888 5.799
H 5.430 3.054 5.893
H 3.985 2.432 8.040
H 3.753 4.000 8.345
H 8.131 4.301 11.608
H 8.058 2.584 11.824
H 6.662 3.676 12.181
C -11.497 4.691 6.713
C -11.186 3.234 6.227
O -10.184 3.147 5.168
C -10.468 3.548 3.922
O -11.524 3.894 3.525
O -9.329 3.380 3.196
C -9.293 3.773 1.746
H -11.685 5.433 5.936
H -10.661 5.113 7.271
H -12.355 4.718 7.384
H -12.167 2.886 5.902
H -10.796 2.800 7.147
H -10.075 3.145 1.317
H -8.291 3.607 1.348
H -9.521 4.835 1.659
C 8.057 6.656 -12.728
C 6.707 7.490 -12.647
O 5.799 6.626 -11.923
C 4.714 7.102 -11.353
O 4.259 8.285 -11.362
O 4.186 6.058 -10.689
C 2.966 6.120 -9.951
H 8.552 6.545 -11.763
H 8.792 7.212 -13.310
H 7.901 5.632 -13.067
H 6.245 7.714 -13.609
H 6.715 8.417 -12.073
H 2.400 5.251 -10.287
H 2.338 6.960 -10.249
H 3.216 6.131 -8.890
C -3.607 -2.530 9.639
C -3.253 -1.434 8.607
O -4.097 -0.217 8.577
C -3.700 0.860 7.888
O -2.694 0.983 7.145
O -4.583 1.806 8.045
C -4.658 3.006 7.329
H -3.593 -2.108 10.644
H -3.027 -3.448 9.542
H -4.632 -2.867 9.479
H -3.411 -2.010 7.695
H -2.184 -1.223 8.624
H -4.394 3.863 7.948
H -5.578 3.188 6.774
H -3.780 3.069 6.687
C -10.379 -3.229 -3.882
C -9.024 -2.540 -3.652
O -8.088 -3.309 -4.377
C -6.754 -3.017 -4.215
O -6.216 -2.221 -3.453
O -6.077 -3.669 -5.173
C -4.647 -3.684 -5.307
H -11.126 -2.549 -3.474
H -10.464 -4.265 -3.553
H -10.584 -3.282 -4.952
H -8.741 -2.433 -2.605
H -9.050 -1.509 -4.005
H -4.041 -2.833 -5.617
H -4.329 -4.462 -6.000
H -4.157 -4.078 -4.416
C 13.903 1.365 -4.029
C 13.435 1.133 -2.636
O 12.269 1.944 -2.380
C 11.938 2.209 -1.111
O 12.520 1.842 -0.108
O 10.805 2.935 -0.994
C 10.125 3.553 -2.113
H 13.684 2.383 -4.352
H 13.375 0.752 -4.760
H 14.966 1.145 -4.122
H 14.233 1.269 -1.905
H 13.152 0.081 -2.596
H 10.804 3.849 -2.913
H 9.648 4.471 -1.771
H 9.367 2.899 -2.545
C -13.597 3.893 -6.070
C -12.233 4.642 -6.265
O -11.241 3.632 -6.201
C -9.968 4.034 -6.262
O -9.568 5.200 -6.011
O -9.115 2.995 -6.593
C -7.727 3.043 -6.340
H -14.462 4.540 -5.930
H -13.515 3.076 -5.353
H -13.936 3.389 -6.975
H -12.077 5.332 -5.436
H -12.298 5.162 -7.220
H -7.413 3.355 -5.344
H -7.387 3.919 -6.893
H -7.165 2.140 -6.580
C -5.584 -10.067 4.703
C -6.049 -8.966 5.763
O -5.506 -7.764 5.317
S -4.661 -7.856 3.962
O -3.407 -7.106 3.970
O -5.484 -7.683 2.791
O -4.400 -9.478 4.270
H -6.351 -10.298 3.964
H -5.460 -11.027 5.204
H -5.781 -9.110 6.809
H -7.134 -8.870 5.795
C 7.032 -0.422 -8.911
C 7.351 -0.492 -7.412
O 8.546 0.165 -7.132
S 8.513 1.589 -8.027
O 9.829 2.106 -8.507
O 7.613 2.565 -7.306
O 7.631 0.861 -9.227
H 5.958 -0.491 -9.089
H 7.590 -1.145 -9.506
H 7.527 -1.510 -7.066
H 6.636 0.016 -6.763
C -0.748 0.640 -0.302
C 0.127 -0.546 -0.627
O 1.042 -0.261 -1.632
S 0.806 1.245 -2.251
O 0.708 1.006 -3.702
O 1.703 2.188 -1.618
O -0.731 1.363 -1.518
H -0.436 1.246 0.549
H -1.780 0.383 -0.064
H -0.533 -1.296 -1.063
H 0.688 -0.988 0.196
C 0.505 -9.436 -1.262
C -0.756 -9.019 -1.995
O -0.380 -9.428 -3.353
S 1.315 -9.332 -3.670
O 1.596 -8.168 -4.491
O 1.813 -10.689 -3.971
O 1.540 -8.978 -2.053
H 0.476 -10.517 -1.127
H 0.520 -8.981 -0.272
H -0.865 -7.934 -2.006
H -1.646 -9.547 -1.653
*
```

Mulliken population analysis, charges in e, atoms 1 to 5: -1.1559 -0.2210 -0.2519 0.7606 -0.5806


(2)
The following is a quantum chemistry calculation of a cluster of 13 separate species, C49H100O13 in total at a distorted geometry, from OMol25.

Summary:
* HOMO energy: -9.1286 eV
* E_LUMO: 0.541 eV

Geometry as ORCA input:
```
! wB97M-V def2-TZVPD RIJCOSX def2/J DEFGRID3
* xyz 0 1
C -2.471 -0.200 4.796
O -3.792 -0.559 5.184
H -2.360 0.067 3.729
H -2.178 0.632 5.402
H -1.825 -1.041 5.010
H -3.963 -1.361 4.672
C -1.999 3.298 -4.168
C -0.608 3.667 -3.662
C -0.264 2.498 -2.636
O -1.534 1.902 -2.389
C -2.580 2.705 -2.882
H -1.887 2.537 -4.966
H -2.449 4.202 -4.571
H -0.574 4.637 -3.120
H 0.137 3.789 -4.428
H 0.287 2.873 -1.802
H 0.336 1.735 -3.068
H -2.882 3.483 -2.139
H -3.415 2.003 -3.057
C 1.371 -2.759 4.448
C 1.423 -2.791 2.910
C 0.830 -4.170 2.627
O -0.215 -4.335 3.599
C 0.050 -3.512 4.741
H 1.537 -1.731 4.805
H 2.172 -3.384 4.817
H 2.480 -2.687 2.521
H 0.752 -2.047 2.522
H 1.513 -5.028 2.756
H 0.353 -4.223 1.631
H 0.187 -4.052 5.667
H -0.733 -2.805 4.877
C 0.794 3.325 4.348
C 0.653 2.650 5.710
C 1.082 1.231 5.464
O 0.819 0.960 4.056
C 0.546 2.181 3.372
H 1.811 3.731 4.261
H 0.047 4.074 4.184
H -0.372 2.682 6.070
H 1.328 3.156 6.416
H 0.469 0.562 6.028
H 2.189 1.197 5.644
H -0.573 2.260 3.156
H 1.081 2.157 2.421
C -2.423 -0.541 -4.095
C -3.345 -1.230 -3.090
C -3.004 -2.706 -3.096
O -2.210 -2.853 -4.327
C -2.304 -1.687 -5.141
H -1.515 -0.201 -3.633
H -2.936 0.373 -4.522
H -4.343 -1.103 -3.518
H -3.369 -0.836 -2.054
H -3.905 -3.313 -3.076
H -2.392 -3.063 -2.262
H -3.182 -1.694 -5.798
H -1.433 -1.561 -5.759
C 0.226 4.497 0.246
C 1.380 4.962 1.136
C 1.155 6.452 1.232
O -0.211 6.695 0.886
C -0.889 5.467 0.690
H -0.146 3.462 0.385
H 0.373 4.542 -0.881
H 2.373 4.734 0.680
H 1.268 4.395 2.038
H 1.772 7.089 0.564
H 1.388 6.794 2.250
H -1.660 5.654 -0.085
H -1.422 5.136 1.604
C 1.715 -5.396 -3.110
C 2.892 -5.441 -2.245
C 2.778 -4.266 -1.343
O 1.418 -3.897 -1.280
C 0.687 -4.706 -2.237
H 1.342 -6.333 -3.495
H 1.971 -4.710 -3.938
H 3.840 -5.478 -2.741
H 2.867 -6.321 -1.620
H 3.330 -3.401 -1.668
H 3.187 -4.483 -0.386
H -0.039 -4.049 -2.778
H 0.090 -5.494 -1.672
C -4.576 -3.452 1.654
C -3.329 -2.829 1.027
C -2.824 -1.973 2.105
O -3.286 -2.494 3.316
C -4.202 -3.530 3.138
H -4.788 -4.405 1.139
H -5.456 -2.824 1.555
H -3.568 -2.230 0.158
H -2.563 -3.587 0.779
H -3.124 -0.959 1.998
H -1.726 -2.067 2.146
H -5.064 -3.369 3.759
H -3.849 -4.555 3.388
C 3.587 1.414 -2.059
C 3.803 2.317 -0.823
C 3.575 3.748 -1.439
O 3.518 3.561 -2.872
C 4.095 2.262 -3.149
H 2.521 1.125 -2.195
H 4.142 0.440 -1.934
H 4.837 2.171 -0.417
H 3.156 2.183 0.044
H 4.409 4.423 -1.169
H 2.629 4.137 -1.175
H 5.201 2.236 -3.083
H 3.792 1.861 -4.103
C 1.243 -2.338 -5.426
C 1.337 -1.072 -6.230
C 1.363 -0.011 -5.221
O 1.608 -0.567 -3.955
C 1.920 -1.962 -4.126
H 1.746 -3.199 -6.019
H 0.245 -2.677 -5.326
H 0.430 -0.938 -6.819
H 2.185 -1.014 -6.874
H 0.412 0.517 -5.264
H 2.175 0.728 -5.373
H 1.537 -2.525 -3.268
H 3.013 -2.087 -4.276
C 4.053 0.064 2.935
C 4.621 -0.480 1.545
C 6.012 0.096 1.457
O 5.854 1.395 2.077
C 4.758 1.350 3.036
H 4.347 -0.594 3.788
H 2.981 0.111 2.894
H 3.989 -0.015 0.756
H 4.524 -1.578 1.398
H 6.264 0.298 0.457
H 6.811 -0.469 1.971
H 4.024 2.162 2.783
H 5.144 1.624 4.017
C -5.760 1.041 -0.129
C -6.302 1.539 1.143
C -5.155 1.219 2.098
O -4.001 1.582 1.375
C -4.259 1.350 -0.020
H -6.267 1.425 -1.010
H -5.817 -0.048 -0.279
H -7.281 1.143 1.503
H -6.410 2.630 1.016
H -5.100 0.227 2.516
H -5.213 1.842 2.987
H -3.691 0.429 -0.418
H -3.938 2.249 -0.494
C 1.060 -0.904 -0.540
C 0.973 0.244 0.498
C -0.555 0.351 0.667
O -1.254 -0.535 -0.151
C -0.341 -1.544 -0.557
H 1.833 -1.623 -0.392
H 1.114 -0.436 -1.485
H 1.269 1.205 0.119
H 1.567 -0.017 1.365
H -0.984 1.367 0.461
H -0.826 0.113 1.690
H -0.604 -1.837 -1.587
H -0.458 -2.437 0.079
*
```

Mulliken population analysis, charges in e, atoms 1 to 5: 0.1854 -0.7601 -0.1900 0.2705 -0.1805